No. 1
{
  "formula": "C17H29ClNO6P2Tl",
  "method": "wB97M-V/def2-TZVPD",
  "total_charge": 0,
  "gap_ev": 5.0,
  "spin_multiplicity": 1,
  "de_lowest_kcal_mol": 0.0,
  "homo_energy_ev": -6.40,
  "e_lumo_ev": -1.383,
  "total_energy_ha": -2486.42687,
  "symbols": ["C", "C", "N", "C", "C", "C", "C", "P", "Tl", "P", "C", "C", "C", "C", "C", "C", "C", "O", "O", "H", "H", "H", "C", "C", "H", "H", "H", "H", "C", "C", "H", "H", "H", "H", "H", "H", "H", "H", "H", "H", "H", "H", "H", "H", "H", "H", "H", "H", "H", "H", "H", "H", "O", "Cl", "O", "O", "O"],
  "coordinates": [[-0.95677, 3.66036, -2.81641], [-0.99323, 2.61692, -1.87938], [0.09504, 2.20846, -1.22492], [1.26663, 2.81902, -1.44366], [1.37924, 3.88044, -2.35538], [0.25143, 4.30277, -3.05667], [-2.32180, 1.94267, -1.58357], [-2.16467, 0.49972, -0.45012], [0.14759, -0.71827, -0.40070], [2.45311, 0.58726, -0.14470], [2.47669, 2.37039, -0.64660], [-0.19671, -2.10768, 2.64555], [-0.83178, -2.12592, 3.94067], [-0.89884, -3.27789, 4.69536], [-0.26332, -4.44982, 4.26345], [0.43916, -4.44971, 3.04962], [0.48867, -3.31374, 2.25899], [-1.98898, -1.98662, -5.88878], [0.62371, -2.09011, -2.09796], [-1.87864, 3.93209, -3.32357], [2.35552, 4.34313, -2.48144], [0.32053, 5.11039, -3.77801], [-2.58302, 1.28852, 1.13879], [-3.63592, -0.50366, -0.83321], [3.39835, 2.56485, -1.21731], [2.53138, 2.93899, 0.29831], [-2.77135, 1.61219, -2.50493], [-3.00907, 2.66739, -1.11106], [3.20221, 0.65014, 1.51605], [3.77110, -0.10544, -1.20449], [-1.29809, -1.21410, 4.28194], [-1.45125, -3.25372, 5.63534], [-0.30379, -5.35637, 4.87362], [0.95020, -5.35531, 2.71225], [1.01917, -3.29951, 1.30627], [0.76755, -4.08467, -4.05269], [0.94012, -1.51581, -2.81345], [-2.91444, -2.03583, -5.63794], [-1.76902, -1.03866, -5.83930], [0.68250, -3.58441, -3.46187], [-3.67523, 1.37450, 1.22796], [-2.17935, 0.70001, 1.97086], [-2.11950, 2.28287, 1.18084], [-4.55817, 0.03919, -0.58287], [-3.63444, -0.76826, -1.90008], [-3.58996, -1.43127, -0.24647], [4.57581, 0.62932, -1.33898], [4.16962, -1.02077, -0.74806], [3.34244, -0.36278, -2.18278], [4.30258, 0.66389, 1.46196], [2.82325, 1.53692, 2.04250], [2.86049, -0.22746, 2.08279], [1.08048, -0.11088, 4.11275], [0.25573, 1.13548, 3.94025], [-1.19665, 0.80674, 4.14235], [0.45212, 1.68142, 2.54815], [-0.23843, -1.05736, 1.92075]],
  "forces_ev_per_angstrom": [[0.0731, -0.2926, 0.3100], [0.0707, 0.5426, -0.3320], [-0.0139, 0.0197, -0.0988], [-0.1163, 0.5434, -0.3944], [-0.0182, -0.3909, 0.3126], [0.0691, -0.2795, 0.2176], [0.5638, -0.0283, 0.2731], [-0.7537, 0.7214, 0.5860], [0.2642, -0.7262, 1.0589], [0.7404, 0.4703, 0.4308], [-0.4398, -0.0101, -0.0108], [0.4591, -3.6912, 1.7858], [-0.1521, -0.0244, -1.1541], [0.4097, -0.2953, -0.3531], [0.1742, -0.2582, -0.1146], [-0.1941, -0.2166, 0.5502], [-0.8136, 1.3329, 0.2687], [0.2257, 0.6862, 0.0343], [-0.3063, 1.3042, 1.2375], [0.2179, 0.0844, 0.0090], [-0.2547, 0.0153, -0.1143], [-0.0212, -0.0742, 0.0925], [0.3919, -0.2240, 0.2840], [0.1267, -0.3911, -0.2346], [-0.3088, -0.0493, 0.2370], [-0.1283, -0.1519, -0.3602], [-0.2281, -0.0985, -0.4568], [0.2274, -0.3363, -0.1479], [-0.1657, -0.2641, 0.2507], [-0.2384, -0.3058, -0.2636], [0.0437, -0.1472, -0.0756], [0.2028, -0.0593, -0.1690], [0.0172, 0.2871, -0.2416], [-0.1579, 0.2433, 0.1425], [-0.0329, -0.0954, 0.0023], [-0.0984, 0.6151, 0.6939], [-0.1144, -0.1312, 0.1682], [-0.0987, -0.0468, 0.0069], [-0.1371, -0.6304, -0.0647], [0.1057, -0.8279, -0.8543], [0.2788, -0.0152, -0.1464], [-0.0225, 0.1402, 0.0207], [-0.0072, -0.3205, 0.0488], [0.3293, -0.0914, -0.0766], [-0.0356, 0.0030, 0.3045], [-0.0732, 0.2455, -0.1237], [-0.1802, -0.2345, 0.1268], [-0.1242, 0.2146, -0.1492], [0.2357, 0.0218, 0.1943], [-0.3831, 0.0020, -0.1418], [0.0023, -0.3943, -0.1240], [0.0977, 0.2560, 0.0170], [-0.5499, 1.3645, -0.4002], [0.3020, -0.2658, 0.8333], [0.8414, 0.4195, -0.6336], [-0.1672, -0.3435, -0.0533], [-0.1351, 2.1789, -3.2087]]
}


No. 2
{
  "formula": "C17H29FGaNO2P2",
  "method": "wB97M-V/def2-TZVPD",
  "total_charge": 0,
  "gap_ev": 7.0,
  "spin_multiplicity": 1,
  "de_lowest_kcal_mol": 97.1,
  "homo_energy_ev": -6.60,
  "e_lumo_ev": 0.368,
  "total_energy_ha": -3577.62914,
  "symbols": ["C", "C", "N", "C", "C", "C", "C", "P", "Ga", "P", "C", "O", "O", "H", "H", "H", "C", "C", "H", "H", "H", "H", "C", "C", "H", "H", "H", "H", "H", "H", "H", "H", "H", "H", "H", "H", "H", "H", "H", "H", "H", "H", "F", "C", "C", "C", "C", "C", "C", "H", "H", "H", "H"],
  "coordinates": [[-0.82267, 0.85575, -4.18386], [-0.91953, 0.49197, -2.82227], [0.01634, 0.89918, -1.90023], [0.84246, 1.87508, -2.26346], [0.82122, 2.44049, -3.53077], [0.05300, 1.84729, -4.52950], [-2.09035, -0.08020, -2.34505], [-2.33656, -0.60829, -0.68382], [-0.31845, 0.38928, 0.34195], [2.01847, 1.36308, 0.21682], [1.71928, 2.43695, -1.18662], [-0.18094, -4.05226, -4.05315], [0.09622, -4.52047, -0.34187], [-1.33029, 0.24374, -4.91752], [1.47533, 3.28198, -3.74768], [0.13208, 2.18530, -5.55247], [-3.77068, 0.48354, -0.30631], [-2.83690, -2.29955, -0.22130], [2.69366, 2.74820, -1.56210], [1.27296, 3.34542, -0.76576], [-0.97959, -3.64346, -4.41889], [-2.86243, -0.47239, -3.00922], [2.34056, 2.31464, 1.70466], [3.54772, 0.45960, -0.19984], [1.73912, -0.73372, -0.21235], [0.76340, -5.15620, -0.02959], [0.66338, -3.96080, -0.93686], [0.56000, -3.64164, -4.53644], [-1.05152, 1.68996, 0.91338], [1.00920, -0.64809, -0.60295], [-4.51951, 0.02952, -0.97013], [-4.16423, 0.57122, 0.72169], [-3.49629, 1.47905, -0.68439], [-3.55981, -2.61335, -0.98536], [-1.96982, -2.97509, -0.24610], [-3.30572, -2.34694, 0.77560], [4.33245, 1.22825, -0.28455], [3.83595, -0.26842, 0.57828], [3.44488, -0.04949, -1.17085], [3.28774, 2.84982, 1.57168], [1.53434, 3.04025, 1.86360], [2.41828, 1.65919, 2.58448], [0.08777, -2.43515, 5.85529], [0.03411, -2.00003, 4.54609], [1.16423, -2.11671, 3.74285], [1.10096, -1.57908, 2.42265], [-0.02909, -0.89393, 1.93163], [-1.15580, -0.93324, 2.75697], [-1.14911, -1.42747, 4.07693], [2.07382, -2.58050, 4.15441], [1.95320, -1.74904, 1.76920], [-2.08676, -0.49017, 2.39090], [-2.02218, -1.35442, 4.74086]],
  "forces_ev_per_angstrom": [[1.2204, -0.0555, -0.8337], [-1.3655, -0.1439, 1.4439], [-0.0946, -0.1441, 0.0338], [-0.1627, 0.4190, -0.4763], [1.1035, 0.4727, 0.6901], [-0.6878, -0.4784, -0.0254], [-0.6438, -2.4151, -0.0268], [1.2346, 2.0136, 1.0632], [-0.9904, 0.2108, 0.8226], [-1.3517, -0.4278, 0.8728], [1.0811, 1.1693, 0.1929], [0.3026, 0.3652, -0.3900], [1.5801, 0.4983, -0.7404], [-0.3436, 0.3307, 0.0114], [-0.0682, -0.2027, 0.0422], [0.0377, -0.0002, -0.0984], [-0.2513, -0.3665, -0.0087], [-0.1705, -0.2571, -0.7902], [-0.0145, 0.1898, -0.4098], [-0.1694, -0.0521, -0.1013], [0.3153, -0.0884, 0.1500], [0.2969, 0.4474, -0.4320], [0.8935, 0.7829, -0.0121], [0.5134, 0.4338, 0.0423], [-2.4973, -1.0579, -1.6190], [-0.5533, 0.1205, 0.0745], [-1.1059, -0.5887, 0.6409], [-0.5759, -0.2326, 0.2792], [0.1639, 0.2066, -0.1302], [2.8326, -1.8038, 0.2155], [-0.3596, 0.5222, 0.2171], [0.3346, -0.3235, -0.3826], [-0.1450, -0.4175, 0.1528], [-0.0001, -0.2846, 0.2825], [-0.2417, 0.2139, 0.0134], [0.2502, 0.2759, -0.4118], [0.0104, -0.3827, -0.0106], [-0.2039, 0.3067, -0.3116], [0.0100, 0.2043, 0.3755], [-0.0952, 0.1706, 0.3792], [0.1147, -0.2355, -0.0382], [-0.1154, 0.0843, -0.3967], [-0.0152, 0.2454, -1.0009], [-0.0745, 0.2047, 0.1666], [-0.1954, 0.3100, -0.5932], [-0.3518, -0.0693, 0.7837], [0.2653, -0.5361, 0.1938], [-0.2275, 0.2369, 0.8527], [0.2903, -0.1790, -0.2520], [-0.5323, 0.1823, -0.3536], [0.1577, 0.2161, 0.1026], [0.1571, 0.0106, 0.1677], [0.4380, -0.1014, -0.4177]]
}


No. 3
{
  "formula": "C17H29N5O7",
  "method": "wB97M-V/def2-TZVPD",
  "total_charge": 0,
  "gap_ev": 9.0,
  "smiles": "COCCOCC(=O)NC[C@@]1(OC)CCN(C(=O)CCCn2c(O)nnc2O)C1",
  "spin_multiplicity": 1,
  "de_lowest_kcal_mol": 10.5,
  "homo_energy_ev": -8.49,
  "e_lumo_ev": 0.494,
  "total_energy_ha": -1465.66126,
  "symbols": ["C", "O", "C", "C", "O", "C", "C", "O", "N", "C", "C", "O", "C", "C", "C", "N", "C", "O", "C", "C", "C", "N", "C", "O", "N", "N", "C", "O", "C", "H", "H", "H", "H", "H", "H", "H", "H", "H", "H", "H", "H", "H", "H", "H", "H", "H", "H", "H", "H", "H", "H", "H", "H", "H", "H", "H", "H", "H"],
  "coordinates": [[2.98105, -6.84509, -1.20616], [2.16730, -5.71629, -0.95370], [1.71967, -5.09727, -2.14208], [0.90421, -3.88760, -1.76851], [1.73711, -3.04031, -1.00613], [1.16885, -1.78995, -0.65172], [1.82381, -0.63473, -1.39226], [1.55144, 0.52280, -1.13504], [2.73706, -0.99736, -2.32169], [3.63930, -0.03347, -2.90731], [4.77034, -0.73311, -3.65609], [4.28994, -1.56997, -4.69364], [3.50475, -0.92986, -5.68147], [5.82541, 0.29526, -4.09274], [6.68608, 0.51027, -2.83916], [6.45332, -0.69672, -2.04035], [6.77312, -0.71823, -0.71964], [7.41258, 0.18588, -0.20893], [6.25602, -1.90536, 0.07001], [6.77315, -1.94509, 1.49659], [6.12850, -3.07249, 2.29506], [4.69092, -2.89444, 2.44470], [3.66553, -3.39087, 1.68361], [3.94000, -4.25077, 0.70208], [2.51744, -2.92337, 2.04839], [2.76499, -2.04782, 3.11645], [4.03858, -2.05929, 3.30346], [4.74014, -1.37515, 4.21901], [5.58897, -1.63189, -2.73023], [3.29620, -7.23908, -0.24327], [2.42383, -7.61480, -1.74945], [3.86601, -6.56847, -1.78943], [2.57981, -4.79743, -2.75673], [1.10634, -5.79239, -2.72862], [0.55817, -3.38830, -2.68257], [0.03002, -4.18796, -1.18073], [0.09492, -1.76574, -0.85388], [1.32329, -1.63287, 0.41573], [2.93296, -1.98073, -2.41212], [3.10489, 0.63857, -3.58287], [4.05828, 0.59983, -2.12029], [3.36596, -1.65159, -6.48316], [2.52341, -0.63835, -5.29702], [4.00669, -0.04650, -6.08722], [6.41222, -0.14596, -4.90027], [5.39359, 1.22957, -4.45124], [7.74363, 0.62946, -3.07518], [6.38402, 1.38546, -2.26220], [5.16186, -1.84707, 0.06761], [6.50472, -2.83432, -0.45097], [7.85538, -2.08725, 1.49699], [6.58807, -0.98995, 1.98907], [6.27806, -4.03730, 1.80993], [6.55809, -3.12695, 3.29459], [3.11978, -4.45802, 0.20762], [4.10630, -0.84172, 4.71634], [4.97544, -2.20092, -2.03585], [6.15506, -2.33582, -3.34843]],
  "forces_ev_per_angstrom": [[0.0139, -0.0098, 0.0046], [0.0199, 0.0390, 0.0106], [-0.0233, -0.0167, -0.0157], [-0.0341, -0.0305, 0.0233], [0.0536, 0.0264, -0.0505], [-0.0611, 0.0136, -0.0472], [0.0243, 0.0148, 0.0249], [0.0004, -0.0139, 0.0027], [0.0162, 0.0151, -0.0274], [0.0000, 0.0060, -0.0184], [0.0089, 0.0011, 0.0069], [0.0007, 0.0001, 0.0007], [0.0001, 0.0023, -0.0022], [-0.0139, 0.0171, 0.0116], [0.0039, -0.0500, -0.0100], [0.0198, 0.0474, 0.0116], [-0.0264, 0.0400, 0.0089], [0.0127, -0.0176, -0.0029], [0.0089, -0.0377, -0.0186], [-0.0060, 0.0114, -0.0008], [-0.0034, -0.0118, 0.0088], [0.0101, 0.0471, -0.0046], [0.0343, -0.0229, -0.0648], [0.0056, -0.0031, 0.0182], [-0.0120, -0.0167, 0.0331], [0.0122, 0.0149, 0.0042], [-0.0155, -0.0278, 0.0076], [0.0000, 0.0064, -0.0016], [-0.0026, -0.0090, 0.0150], [-0.0024, 0.0000, -0.0003], [-0.0038, 0.0048, 0.0023], [-0.0008, 0.0011, -0.0001], [0.0064, 0.0030, 0.0090], [0.0029, 0.0068, -0.0064], [-0.0036, -0.0016, 0.0009], [0.0074, 0.0035, 0.0107], [0.0024, -0.0016, 0.0218], [-0.0142, -0.0221, 0.0024], [-0.0117, -0.0035, 0.0090], [-0.0021, -0.0007, 0.0050], [0.0054, -0.0001, 0.0024], [0.0012, 0.0007, -0.0001], [0.0002, -0.0008, 0.0039], [0.0010, 0.0000, 0.0005], [-0.0016, -0.0051, -0.0011], [0.0031, -0.0019, -0.0012], [0.0008, 0.0048, 0.0004], [-0.0011, 0.0031, -0.0036], [0.0020, 0.0019, 0.0181], [-0.0047, -0.0024, 0.0015], [0.0035, 0.0019, 0.0066], [-0.0090, -0.0001, -0.0052], [0.0027, 0.0002, -0.0055], [0.0003, -0.0007, 0.0000], [-0.0288, -0.0098, 0.0179], [-0.0006, -0.0020, 0.0001], [0.0057, -0.0059, -0.0138], [-0.0076, -0.0087, -0.0032]]
}